Version one
{"formula": "C3H12N4", "method": "ωB97M-V with the def2-TZVPD basis set", "elements": ["C", "C", "C", "N", "N", "N", "N", "H", "H", "H", "H", "H", "H", "H", "H", "H", "H", "H", "H"], "xyz": [[-1.5371, 0.4112, 1.1181], [-0.5807, -0.0780, 0.0433], [-1.0504, -0.2612, -1.3943], [0.4752, 1.1829, -0.0293], [1.6923, 0.8769, 0.3523], [0.2592, -1.1164, 0.4855], [1.3575, -1.3492, -0.1689], [-2.5432, 0.0246, 0.9304], [-1.6231, 1.4704, 0.9897], [-1.0536, 0.1726, 2.0209], [-1.3187, 0.7273, -1.7357], [-1.9391, -0.9956, -1.3768], [-0.3196, -0.4971, -2.0382], [0.3795, 1.7786, -0.8504], [2.5533, 1.3941, -0.1327], [1.8102, 0.8661, 1.4169], [0.0402, -1.7014, 1.3399], [1.9467, -2.0656, 0.1520], [1.4514, -0.8401, -1.1227]], "e_homo_ev": [-19.69, -19.41], "homo_lumo_gap_ha": [0.3289, 0.3051], "total_charge": 2, "smiles": "CC(C)(NN)[NH+]=[NH2+]"}

---

Version two
{"formula": "C3H12N4", "method": "ωB97M-V with the def2-TZVPD basis set", "elements": ["H", "N", "C", "C", "N", "C", "N", "N", "H", "H", "H", "H", "H", "H", "H", "H", "H", "H", "H"], "xyz": [[-1.3028, -2.2248, -0.0102], [-0.7067, -1.4381, 0.0001], [-0.8317, -0.2129, -0.0443], [0.5909, 0.7167, -0.2030], [1.7367, -0.2119, -0.4317], [3.0836, -0.0206, 0.2789], [-2.0039, 0.5438, -0.1496], [-3.2896, -0.0552, 0.1383], [0.5201, 1.3608, 0.7604], [0.5585, 1.2714, -1.1533], [1.8323, -0.3369, -1.4709], [1.5019, -1.2061, -0.2855], [2.8371, 0.1033, 1.4165], [3.4540, -1.0104, 0.3310], [3.6140, 0.8678, -0.0738], [-2.1650, 1.3513, -0.7326], [-3.1970, -0.8059, 0.8831], [-3.8781, 0.5877, 0.5762], [-3.7155, -0.1997, -0.7733]], "e_homo_ev": -18.64, "homo_lumo_gap_ha": 0.4196, "total_charge": 2, "smiles": "[H]/N=C(/C[NH2+]C)N[NH3+]"}

---

Version three
{"formula": "C3H12N4", "method": "ωB97M-V with the def2-TZVPD basis set", "elements": ["C", "C", "C", "N", "N", "N", "N", "H", "H", "H", "H", "H", "H", "H", "H", "H", "H", "H", "H"], "xyz": [[-0.3416, 1.1695, 0.1778], [1.8149, -1.5330, 0.1746], [1.8419, -0.4127, -0.6718], [-0.9408, 0.2493, -0.2573], [0.3384, 2.0641, 0.7940], [2.8339, 0.4074, -0.5014], [-3.4280, 0.0645, -0.0647], [2.4145, -1.4005, 1.0445], [2.1546, -2.5104, -0.3702], [0.7451, -1.7424, 0.4558], [1.1925, -0.2833, -1.6810], [0.1483, 2.1926, 1.7771], [-0.0726, 2.9576, 0.4392], [3.5343, 0.2916, 0.2399], [-2.3096, 0.1660, -0.5702], [3.0108, 1.1434, -1.2293], [-3.5667, -0.9055, -0.3217], [-3.5043, 0.3850, 0.8904], [-4.1987, 0.5251, -0.4815]], "e_homo_ev": -19.18, "homo_lumo_gap_ha": 0.4177, "total_charge": 2}

---

Name the least stable of them. version one.

---

Version one
{"formula": "C3H4FN", "method": "ωB97M-V with the def2-TZVPD basis set", "elements": ["C", "C", "F", "H", "H", "H", "C", "N", "H"], "xyz": [[1.1433, -0.1134, 0.3031], [0.8554, 0.6768, 1.3131], [0.9686, 0.2755, 2.5838], [1.4906, -1.1189, 0.4645], [1.0481, 0.2367, -0.7008], [0.5039, 1.6939, 1.2353], [-1.9770, -0.5610, -1.7355], [-2.9667, -0.0640, -1.9946], [-1.0664, -1.0256, -1.4691]], "e_homo_ev": -10.48, "homo_lumo_gap_ha": 0.4181, "total_charge": 0, "smiles": "C=CF.C#N"}

---

Version two
{"formula": "C3H4FN", "method": "ωB97M-V with the def2-TZVPD basis set", "elements": ["C", "C", "N", "C", "F", "H", "H", "H", "H"], "xyz": [[0.6999, 1.8702, 0.4990], [0.2584, 0.6512, 0.4370], [-0.1497, -0.4852, 0.5181], [-0.4778, -1.4862, -0.3969], [-1.3082, -1.1433, -1.4803], [-0.0760, 2.7111, 0.5476], [1.8306, 2.0730, 0.6595], [0.2656, -1.8765, -1.0079], [-1.0428, -2.3143, 0.2240]], "e_homo_ev": -9.07, "homo_lumo_gap_ha": 0.3657, "total_charge": 0, "smiles": "C=C=NCF"}

---

Name the least stable of them. version two.

---

Version one
{"formula": "C2H2O3", "method": "ωB97M-V with the def2-TZVPD basis set", "elements": ["C", "C", "O", "O", "O", "H", "H"], "xyz": [[0.8767, 0.2858, -1.5813], [-0.6332, 0.1119, 0.9075], [1.7612, -0.3971, -1.3018], [-1.0129, -1.1302, 1.0777], [0.0146, -0.5609, 1.8905], [0.1263, 0.6857, -2.2269], [-1.1327, 1.0048, 1.2343]], "e_homo_ev": [-8.70, -7.34], "homo_lumo_gap_ha": [0.3424, 0.2662], "total_charge": 0}

---

Version two
{"formula": "C2H2O3", "method": "ωB97M-V with the def2-TZVPD basis set", "elements": ["C", "C", "O", "O", "O", "H", "H"], "xyz": [[-0.8344, -0.0807, 0.0140], [1.1606, 0.0573, -0.0337], [0.0186, -1.1299, 0.0135], [2.2942, -0.0224, 0.0208], [0.1465, 0.9508, -0.0071], [-1.3800, 0.0953, -0.8390], [-1.4056, 0.1296, 0.8316]], "e_homo_ev": -11.25, "homo_lumo_gap_ha": 0.4426, "total_charge": 0}

---

Version three
{"formula": "C2H2O3", "method": "ωB97M-V with the def2-TZVPD basis set", "elements": ["O", "C", "O", "C", "O", "H", "H"], "xyz": [[2.2828, 0.5154, -0.2683], [1.2849, -0.0635, -0.0412], [0.6319, -1.1033, 0.2720], [-0.3724, 0.1365, -0.4061], [-0.9619, 0.7284, 0.5926], [-1.0185, -0.5405, -1.0835], [-1.8469, 0.3270, 0.9344]], "e_homo_ev": -9.78, "homo_lumo_gap_ha": 0.3712, "total_charge": 0, "smiles": "O=C1O[C@H]1O"}

---

Name the least stable of them. version one.

---

Version one
{"formula": "C3H4N3", "method": "ωB97M-V with the def2-TZVPD basis set", "elements": ["C", "C", "C", "N", "N", "N", "H", "H", "H", "H"], "xyz": [[-0.2139, 0.4276, -0.8955], [-0.5399, -0.4395, -1.9720], [0.4026, 0.7073, 1.4515], [-0.5756, -1.5786, -1.3849], [-0.1674, -1.2487, 0.3677], [0.0235, -0.0279, 0.3170], [-0.5972, -0.3038, -3.0580], [0.5296, -0.0211, 2.2540], [-0.2249, 1.3828, 1.8267], [1.3632, 1.1018, 1.0933]], "e_homo_ev": [-15.70, -15.91], "homo_lumo_gap_ha": [0.2668, 0.2972], "total_charge": 1}

---

Version two
{"formula": "C3H4N3", "method": "ωB97M-V with the def2-TZVPD basis set", "elements": ["C", "C", "C", "N", "N", "N", "H", "H", "H", "H"], "xyz": [[3.0180, 0.7794, -0.1107], [0.8404, 0.8039, 0.0664], [-0.5389, 0.5545, -0.0849], [1.8873, 1.3326, 0.0917], [3.0360, -0.4972, 0.0255], [2.0154, -1.2044, -0.0640], [-0.5343, -0.1585, -0.9507], [-1.1897, 1.4212, -0.2445], [-0.9972, -0.0091, 0.8412], [1.9228, -2.0928, 0.2821]], "e_homo_ev": [-15.19, -14.87], "homo_lumo_gap_ha": [0.2757, 0.2928], "total_charge": 1}

---

Version three
{"formula": "C3H4N3", "method": "ωB97M-V with the def2-TZVPD basis set", "elements": ["C", "N", "C", "C", "N", "N", "H", "H", "H", "H"], "xyz": [[0.8872, 0.3792, 0.6595], [-0.2587, -0.1799, -0.0857], [-1.1050, -0.9039, -0.3807], [-1.7476, -1.3329, -1.5346], [-1.2307, -0.4352, -2.3687], [-0.5415, 0.4401, -2.2076], [0.5793, 0.1335, 1.7261], [0.7217, 1.4223, 0.4335], [1.8585, -0.1725, 0.5694], [-2.3119, -2.2129, -1.4825]], "e_homo_ev": -14.96, "homo_lumo_gap_ha": 0.2816, "total_charge": 1, "smiles": "CN=C=C[N+]#N"}

---

Name the least stable of them. version one.

---

Version one
{"formula": "C6H11NO", "method": "ωB97M-V with the def2-TZVPD basis set", "elements": ["C", "C", "C", "N", "C", "C", "C", "H", "H", "H", "H", "H", "H", "H", "H", "H", "H", "H", "O"], "xyz": [[0.8845, -1.9973, -0.6778], [0.7120, -0.5739, -0.1893], [1.4512, 0.1145, 0.7292], [0.9991, 1.4029, 0.7694], [-0.0487, 1.5108, -0.0734], [-0.3284, 0.3451, -0.7610], [-1.4410, -0.0995, -1.6512], [1.4747, -2.0202, -1.5962], [-0.1107, -2.3609, -0.9997], [1.3063, -2.6120, 0.0883], [2.2568, -0.2855, 1.3268], [1.4189, 2.1043, 1.3617], [-0.4331, 2.4891, -0.3724], [-1.5119, -1.1853, -1.5548], [-2.3727, 0.3925, -1.3251], [-1.3876, 0.2828, -2.6390], [-1.6279, 0.4709, 2.3243], [-0.2767, 1.1849, 2.3240], [-0.9649, 0.8370, 2.9162]], "e_homo_ev": [1.18, -4.77], "homo_lumo_gap_ha": [0.0944, 0.3080], "total_charge": -1, "multiplicity": 2}

---

Version two
{"formula": "C6H11NO", "method": "ωB97M-V with the def2-TZVPD basis set", "elements": ["C", "N", "C", "C", "O", "C", "C", "C", "H", "H", "H", "H", "H", "H", "H", "H", "H", "H", "H"], "xyz": [[1.3264, -0.3971, 0.4839], [0.1579, 0.3676, 0.6023], [-1.0063, -0.4421, 0.8178], [-1.9364, 0.2325, 1.7395], [-1.0354, -1.5489, 0.2873], [-0.0632, 1.1667, -0.6844], [0.5065, 0.1795, -1.7519], [1.4927, -0.7837, -1.0224], [2.1417, 0.0943, 0.8734], [1.2561, -1.4082, 1.1651], [-2.7676, 0.8069, 1.3462], [-2.2924, -0.5274, 2.3921], [-1.5014, 0.9392, 2.4734], [0.5355, 2.1619, -0.5443], [-1.0969, 1.3719, -0.9145], [0.9115, 0.6501, -2.5972], [-0.2751, -0.4651, -2.1635], [1.0603, -1.8232, -1.0912], [2.5861, -0.5750, -1.4116]], "e_homo_ev": [1.20, -3.82], "homo_lumo_gap_ha": [0.1145, 0.2930], "total_charge": -1, "multiplicity": 2}

---

Name the least stable of them. version two.

---

Version one
{"formula": "C3H7O2P", "method": "ωB97M-V with the def2-TZVPD basis set", "elements": ["C", "C", "O", "C", "P", "O", "H", "H", "H", "H", "H", "H", "H"], "xyz": [[-1.1596, 1.6679, 0.1147], [-0.1655, 0.5953, -0.0665], [0.7692, 0.3039, 0.9374], [-0.1909, -0.7117, 0.6897], [0.5238, -2.3338, -0.3918], [1.3378, -1.4742, -1.5245], [-0.8128, 2.5372, 0.7283], [-2.1103, 1.2943, 0.4561], [-1.4327, 2.1117, -0.7776], [0.2810, 0.4069, -1.1345], [-0.6738, -1.0765, 1.5754], [1.5841, -2.4747, 0.4489], [2.0498, -0.8462, -1.0554]], "e_homo_ev": -8.96, "homo_lumo_gap_ha": 0.3567, "total_charge": 0, "smiles": "C[C@H]1O[C@@H]1PO"}

---

Version two
{"formula": "C3H7O2P", "method": "ωB97M-V with the def2-TZVPD basis set", "elements": ["C", "C", "C", "O", "O", "P", "H", "H", "H", "H", "H", "H", "H"], "xyz": [[0.7625, -0.2122, 0.1251], [1.8928, -0.9620, 0.4310], [1.0567, 1.0999, -0.4485], [-0.5266, -0.4910, 0.2004], [-2.9871, -0.3257, -0.7388], [-2.4567, 0.6593, 0.4191], [2.8666, -0.6846, 0.1497], [1.6554, -2.0688, 0.6170], [0.8745, 0.9869, -1.4507], [2.0351, 1.6109, -0.1416], [0.3425, 1.8618, -0.0697], [-3.0981, -1.2369, -0.5087], [-2.4175, -0.2375, 1.4156]], "e_homo_ev": [-7.62, -7.62], "homo_lumo_gap_ha": [0.2387, 0.2386], "total_charge": 0}

---

Version three
{"formula": "C3H7O2P", "method": "ωB97M-V with the def2-TZVPD basis set", "elements": ["C", "C", "C", "O", "O", "P", "H", "H", "H", "H", "H", "H", "H"], "xyz": [[0.1568, -1.2435, 0.3757], [-0.2891, 0.1499, 0.4544], [-1.4114, 0.7899, -0.3515], [1.4011, -1.3410, -0.4741], [2.3704, -0.5159, 0.1494], [1.8571, 1.1123, 0.0004], [0.4115, -1.5826, 1.4474], [-0.5684, -1.9255, -0.1643], [-0.3975, 0.5280, 1.4846], [-2.2313, 0.1741, -0.7150], [-0.9774, 1.2904, -1.3480], [-1.7987, 1.4596, 0.4085], [1.4770, 1.1044, -1.2675]], "e_homo_ev": -9.13, "homo_lumo_gap_ha": 0.3408, "total_charge": 0}

---

Name the least stable of them. version three.